[1]
An isolated ion of composition C3H7OS2 and charge -1, computed with the ωB97M-V functional and the def2-TZVPD basis.

ORCA input file:
```
! wB97M-V def2-TZVPD RIJCOSX def2/J DEFGRID3
* xyz -1 1
O -1.182 1.773 0.896
S 1.467 -1.834 0.439
H 0.786 0.560 0.088
C -0.912 -0.434 -0.320
H -0.740 -0.502 -1.395
H 0.146 -0.087 1.542
S 3.420 -0.921 0.416
C 0.392 -0.414 0.468
H -2.737 0.873 -0.113
H -1.510 1.518 -1.137
H 3.837 -0.099 -0.572
H -1.365 -1.444 -0.167
C -1.602 1.011 -0.143
*
```

Computed properties:
- HOMO energy (eV) = -2.51
- LUMO level (eV) = 2.7
- energy above the lowest of the compared OMol25 structures with the same formula, charge and spin (eV) = 1.826
- E (Eh) = -990.0629
- HOMO-LUMO gap (Eh) = 0.1927



[2]
A 2-piece molecular cluster, C3H7PS overall, computed with the ωB97M-V functional and the def2-TZVPD basis.

ORCA input file:
```
! wB97M-V def2-TZVPD RIJCOSX def2/J DEFGRID3
* xyz 0 1
H 0.856 3.162 -0.371
P 0.043 -2.955 -1.268
H 0.284 3.015 1.396
C -0.276 1.574 -0.200
H -1.249 -3.653 0.747
H 1.446 -2.527 -1.139
H 0.630 -3.308 1.014
C -0.269 -3.340 0.326
S -0.866 0.180 0.491
H 0.070 1.336 -1.275
C 0.076 2.943 0.265
H -0.745 3.574 0.015
*
```

Computed properties:
- HOMO energy (eV) = -8.44
- LUMO level (eV) = -0.2
- energy above the lowest of the compared OMol25 structures with the same formula, charge and spin (eV) = 2.471
- E (Eh) = -857.9312
- HOMO-LUMO gap (Eh) = 0.3040



[3]
A 2-piece molecular cluster, C3H7S overall, computed with the ωB97M-V functional and the def2-TZVPD basis.

ORCA input file:
```
! wB97M-V def2-TZVPD RIJCOSX def2/J DEFGRID3
* xyz -1 1
H 0.252 -0.262 0.427
H -1.542 -0.189 0.856
C -0.654 -0.791 0.714
H -1.628 -2.616 0.830
S 0.255 2.786 -1.006
H 1.273 -2.773 1.361
H 0.317 -4.028 0.586
H 1.034 2.237 -0.059
C -0.664 -2.115 0.735
H 1.061 -2.651 -0.367
C 0.569 -2.972 0.550
*
```

Computed properties:
- HOMO energy (eV) = -2.40
- LUMO level (eV) = 3.6
- energy above the lowest of the compared OMol25 structures with the same formula, charge and spin (eV) = 0.733
- E (Eh) = -516.6855
- HOMO-LUMO gap (Eh) = 0.2186



[4]
An isolated ion of composition C3H7S and charge -1, computed with the ωB97M-V functional and the def2-TZVPD basis.

ORCA input file:
```
! wB97M-V def2-TZVPD RIJCOSX def2/J DEFGRID3
* xyz -1 1
H -1.655 -2.402 0.090
C -0.794 -0.518 -0.674
H -0.499 -1.005 -1.603
C -1.942 -1.366 -0.092
H 1.157 -1.118 0.064
C 0.395 -0.372 0.254
H -2.799 -1.307 -0.761
S 1.281 1.246 0.143
H 0.066 -0.464 1.286
H -2.226 -0.952 0.878
H -1.223 0.448 -0.973
*
```

Computed properties:
- HOMO energy (eV) = -2.06
- LUMO level (eV) = 4.1
- energy above the lowest of the compared OMol25 structures with the same formula, charge and spin (eV) = 0.155
- E (Eh) = -516.7067
- HOMO-LUMO gap (Eh) = 0.2274



[5]
A 2-piece molecular cluster, C3H7S overall, computed with the ωB97M-V functional and the def2-TZVPD basis.

ORCA input file:
```
! wB97M-V def2-TZVPD RIJCOSX def2/J DEFGRID3
* xyz -1 1
H 0.158 -1.359 0.562
C 1.274 0.316 0.166
H 2.054 0.944 0.530
H -0.028 0.556 -1.747
H -4.158 -1.440 0.059
H 1.455 -1.024 1.840
S -2.816 -1.863 0.245
C 0.421 1.064 -0.849
C 0.968 -0.775 0.871
H 1.050 1.889 -1.202
H -0.376 1.691 -0.476
*
```

Computed properties:
- HOMO energy (eV) = -2.44
- LUMO level (eV) = 3.9
- energy above the lowest of the compared OMol25 structures with the same formula, charge and spin (eV) = 1.148
- E (Eh) = -516.6702
- HOMO-LUMO gap (Eh) = 0.2316



[6]
A 2-piece molecular cluster, C3H7S overall, computed with the ωB97M-V functional and the def2-TZVPD basis.

ORCA input file:
```
! wB97M-V def2-TZVPD RIJCOSX def2/J DEFGRID3
* xyz -2 2
H 0.123 1.384 -3.822
H 0.684 1.464 0.607
C 0.016 -0.642 1.105
C -0.180 0.823 0.899
H -0.461 1.380 1.828
H -1.005 0.920 0.179
H 0.003 -1.463 -0.918
H 0.084 -0.961 2.156
S 0.066 1.383 -2.492
H 0.469 -2.669 0.322
C 0.200 -1.619 0.135
*
```

Computed properties:
- HOMO energy (spin up / spin down) (eV) = 4.94 / 0.82
- LUMO level (spin up / spin down) (eV) = 7.1 / 7.0
- energy above the lowest of the compared OMol25 structures with the same formula, charge and spin (eV) = 1.498
- <S²> = 0.753
- E (Eh) = -516.4894
- HOMO-LUMO gap (spin up / spin down) (Eh) = 0.0776 / 0.2279



Among the records above, which one has the lowest energy above the lowest of the compared OMol25 structures with the same formula, charge and spin? number 4